The following is a DFT calculation (ωB97M-V/def2-TZVPD) of an isolated molecule of CH2Cl2O3.

Geometry as XYZ:
```
8
Properties=species:S:1:pos:R:3
O 0.507 -0.216 0.654
C -0.597 0.271 0.020
O -0.501 -0.040 -1.375
Cl -0.506 2.183 0.270
O -1.744 -0.163 0.666
Cl -3.255 0.507 0.139
H 0.399 -0.002 1.560
H 0.389 -0.465 -1.572
```

Calculated values
LUMO = -0.02900 Ha
Energy relative to the best compared isomer or geometry (same formula, charge and spin) = 17.7 kcal per mole
HOMO energy = -0.4029 Ha
Largest force on an atom = 2.694 eV Å⁻¹
Kohn-Sham gap = 10.2 eV
Multiplicity = 1
Total charge = 0